# 1
130
Properties=species:S:1:pos:R:3:mulliken_charge:R:1 method="wB97M-V/def2-TZVPD" multiplicity=1 charge=-1
C -2.2727 0.7885 -1.6384 0.10
C -1.7710 -0.2250 -2.3022 -0.82
Ga -0.5237 -1.7931 -2.9158 -0.06
Cl 0.8738 -1.1529 -4.6391 -0.54
C 0.4792 -2.6180 -1.3236 -0.08
C 1.6640 -3.6603 -1.7645 -0.11
C 2.8255 -3.7918 -0.6527 -0.37
C 3.9257 -2.6108 -0.6786 0.32
C 4.3028 -2.0587 -2.1441 -0.12
C 5.9126 -1.7349 -2.1495 -0.84
H -2.6710 1.6197 -0.9286 0.58
H -1.5334 -2.8929 -3.5477 -0.08
H 0.9306 -1.8603 -0.5872 0.35
H -0.2918 -3.2327 -0.7069 -0.23
H 2.0392 -3.4745 -2.8287 0.28
H 1.1367 -4.6977 -1.7930 -0.19
H 2.2863 -3.7097 0.3753 0.20
H 3.2827 -4.8596 -0.6559 0.11
H 3.6461 -1.7017 -0.0124 0.20
H 4.9024 -3.0351 -0.1978 -0.46
H 3.8046 -1.0225 -2.3005 0.15
H 4.0550 -2.7646 -3.0066 0.21
H 6.3746 -1.7596 -1.1032 0.14
H 6.4208 -2.4992 -2.8338 0.23
H 6.1289 -0.6771 -2.5702 0.29
C -1.9460 2.3799 2.3923 0.16
Cl -1.7054 1.5739 0.8257 -0.07
Cl -2.9147 1.3344 3.4560 -0.08
Cl -0.3647 2.6891 3.1446 0.03
Cl -2.7966 3.9215 2.1430 -0.14
C -1.3717 2.9917 -5.2564 0.23
Cl -2.1934 4.5562 -5.0061 -0.17
Cl -2.0591 2.1769 -6.6806 -0.05
Cl 0.3654 3.2730 -5.5162 -0.11
Cl -1.6007 1.9631 -3.8209 0.02
C -2.8034 5.3491 -9.5721 0.16
Cl -3.0098 3.7383 -10.2957 0.01
Cl -4.2823 6.3053 -9.8223 -0.09
Cl -2.4914 5.1785 -7.8320 0.03
Cl -1.4296 6.1732 -10.3439 -0.12
C 2.8080 4.2082 4.9064 0.27
Cl 2.5823 2.6002 4.1811 -0.08
Cl 1.3409 5.1811 4.6669 -0.10
Cl 3.1255 4.0327 6.6461 -0.02
Cl 4.1880 5.0188 4.1301 0.00
C -2.4014 -5.8327 0.5091 0.24
Cl -2.5746 -4.1766 1.1274 -0.05
Cl -0.7901 -6.0295 -0.2131 -0.02
Cl -2.5974 -6.9892 1.8458 -0.11
Cl -3.6442 -6.1370 -0.7245 -0.10
C -7.3786 4.2003 -11.4659 0.23
Cl -8.4263 5.5114 -10.8800 -0.11
Cl -6.1186 4.8767 -12.5214 -0.05
Cl -6.6210 3.3860 -10.0812 0.00
Cl -8.3514 3.0275 -12.3830 -0.10
C -3.9616 -4.4466 -5.1914 0.17
Cl -4.9443 -2.9683 -5.2756 -0.13
Cl -3.8415 -4.9840 -3.5023 0.05
Cl -4.7280 -5.7237 -6.1677 -0.07
Cl -2.3365 -4.1130 -5.8199 0.14
C -0.2316 -7.7930 -5.4002 0.20
Cl 1.2840 -7.0834 -5.9984 -0.11
Cl -1.5991 -7.1296 -6.3193 -0.01
Cl -0.1800 -9.5593 -5.6034 -0.12
Cl -0.4309 -7.3999 -3.6787 0.01
C 6.8911 2.9679 8.1312 0.26
Cl 8.3500 3.9107 8.5106 -0.11
Cl 6.0490 3.7082 6.7538 0.01
Cl 7.3520 1.3020 7.7216 -0.05
Cl 5.8094 2.9560 9.5416 -0.11
C -4.8478 -3.7143 4.9048 0.27
Cl -3.7900 -2.3753 4.4106 -0.06
Cl -3.8543 -5.1043 5.3949 -0.08
Cl -5.8593 -3.1985 6.2725 -0.10
Cl -5.8880 -4.1813 3.5421 -0.06
C 2.2210 7.1220 9.6328 0.07
Cl 2.0218 8.2052 11.0308 -0.10
Cl 0.7895 6.0808 9.4762 -0.07
Cl 2.4088 8.0915 8.1553 0.05
Cl 3.6649 6.1117 9.8639 0.07
C -7.7336 -8.7954 -7.4428 0.33
Cl -7.7121 -10.0568 -6.1909 -0.11
Cl -6.4664 -7.5979 -7.0988 -0.05
Cl -7.4370 -9.5337 -9.0326 -0.11
Cl -9.3199 -7.9939 -7.4488 -0.10
C 5.7474 6.9358 0.8896 0.31
Cl 4.7857 8.4290 0.8273 -0.09
Cl 5.8698 6.3809 2.5742 -0.08
Cl 4.9587 5.6816 -0.0900 -0.08
Cl 7.3752 7.2519 0.2500 -0.10
C -1.0074 6.1138 13.4785 0.30
Cl -1.1815 7.7812 14.0691 -0.11
Cl 0.6084 5.9021 12.7720 0.01
Cl -1.2164 4.9811 14.8323 -0.10
Cl -2.2414 5.7918 12.2409 -0.10
C -8.9337 -6.1052 7.3405 0.31
Cl -9.9162 -4.6265 7.2554 -0.11
Cl -8.8103 -6.6378 9.0319 -0.10
Cl -9.7014 -7.3827 6.3718 -0.10
Cl -7.3090 -5.7730 6.7039 0.01
C 0.8546 10.2647 4.8648 0.34
Cl 0.1638 11.7936 5.4513 -0.10
Cl -0.3031 8.9458 5.1431 -0.08
Cl 1.1960 10.3969 3.1261 -0.08
Cl 2.3630 9.9222 5.7401 -0.09
C 5.9945 6.0815 13.1366 0.23
Cl 5.9460 4.8762 14.4420 -0.10
Cl 7.3190 7.2279 13.4376 -0.10
Cl 6.2642 5.2594 11.5825 -0.01
Cl 4.4522 6.9606 13.0868 -0.04
C 5.7213 -7.1600 0.9855 0.27
Cl 6.2197 -7.5718 2.6417 -0.11
Cl 6.8649 -7.8750 -0.1722 -0.11
Cl 4.0920 -7.8004 0.6809 -0.08
Cl 5.7086 -5.3944 0.7921 -0.03
C -4.1047 0.1295 -12.1667 0.18
Cl -4.2993 -1.4897 -12.8742 -0.08
Cl -5.5814 1.0793 -12.4405 -0.01
Cl -3.8145 -0.0170 -10.4214 0.02
Cl -2.7240 0.9484 -12.9306 -0.09
C 6.7843 -0.5421 4.2782 0.23
Cl 6.7337 -1.7525 5.5794 -0.10
Cl 8.1106 0.6003 4.5841 -0.10
Cl 7.0492 -1.3565 2.7213 -0.06
Cl 5.2437 0.3415 4.2308 0.02
C -1.5007 -3.2219 -10.3484 0.24
Cl -1.6965 -2.1607 -8.9384 0.00
Cl -2.9303 -4.2669 -10.5065 -0.09
Cl -1.3232 -2.2347 -11.8178 -0.07
Cl -0.0521 -4.2288 -10.1334 -0.10

# 2
103
Properties=species:S:1:pos:R:3:mulliken_charge:R:1 method="wB97M-V/def2-TZVPD" multiplicity=1
C -5.0535 -3.1084 -1.5321 -0.91
C -4.9565 -2.2763 -0.1322 -0.37
C -3.9211 -1.0551 -0.2072 -0.36
O -2.9625 -1.0157 0.8811 -0.35
C -3.1565 0.0992 1.7217 0.54
O -4.3155 0.2914 2.1817 -0.70
C -2.0299 1.1153 2.1869 -0.72
C -0.5321 0.5737 2.0552 0.75
C 0.3174 1.7706 1.3777 -1.45
F -0.0186 0.4609 3.4216 -0.43
H -4.1831 -2.8993 -2.2323 0.30
H -6.0610 -2.9376 -2.0438 0.25
H -4.9847 -4.2256 -1.2626 0.25
H -6.0364 -1.9400 0.0768 0.27
H -4.6535 -3.0376 0.6566 0.27
H -3.3539 -1.1777 -1.2020 0.32
H -4.5486 -0.1003 -0.2958 0.27
H -2.1405 2.1133 1.6281 0.24
H -2.2193 1.3679 3.2893 0.33
H -0.4263 -0.4041 1.4846 0.34
H 1.4307 1.5431 1.3415 0.34
H 0.1838 2.7231 2.0117 0.30
H -0.0568 1.9861 0.3032 0.34
N 0.7497 -2.4278 3.4717 -0.25
C 0.2700 -3.4817 4.1764 0.54
N -0.8952 -3.2463 4.8262 -0.35
O 0.8447 -4.5634 4.2225 -0.69
H 0.2937 -1.5329 3.4216 0.30
H 1.6140 -2.5640 2.9746 0.17
H -1.2841 -4.0052 5.3609 0.20
H -1.3818 -2.3684 4.8015 0.16
N 2.4236 1.4458 -1.3955 -0.35
C 1.4222 1.9605 -2.1532 0.68
N 1.8095 2.4141 -3.3674 -0.35
O 0.2590 2.0113 -1.7685 -0.65
H 3.3806 1.3966 -1.6932 0.15
H 2.1775 1.0972 -0.4852 0.20
H 1.0941 2.8052 -3.9636 0.23
H 2.7559 2.3819 -3.6994 0.14
N 0.3487 5.1125 -1.3786 -0.12
C 0.8515 6.3213 -1.7222 0.60
N 0.5933 7.3153 -0.8296 -0.46
O 1.4856 6.5084 -2.7498 -0.68
H -0.1752 4.9431 -0.5378 0.15
H 0.5168 4.3478 -2.0127 0.05
H 0.9490 8.2314 -1.0472 0.18
H 0.0748 7.1822 0.0208 0.25
N -2.7495 7.6103 -0.7366 -0.31
C -3.2537 6.5189 -0.1117 0.69
N -4.5770 6.3035 -0.3191 -0.41
O -2.5666 5.7839 0.5864 -0.65
H -3.2917 8.2267 -1.3135 0.17
H -1.7689 7.7999 -0.6041 0.15
H -4.9870 5.5013 0.1294 0.22
H -5.1570 6.8932 -0.8871 0.15
N 3.8687 -5.6027 2.9751 -0.32
C 5.1198 -5.1768 3.2682 0.64
N 5.1903 -4.2904 4.2939 -0.46
O 6.1103 -5.5591 2.6584 -0.72
H 3.0440 -5.2986 3.4657 0.21
H 3.7731 -6.2612 2.2207 0.17
H 6.1054 -3.9473 4.5431 0.28
H 4.3907 -3.9640 4.8070 0.15
N -2.5386 2.5499 -5.4826 -0.36
C -1.3622 3.1584 -5.7791 0.63
N -0.9980 3.0861 -7.0817 -0.25
O -0.6846 3.7279 -4.9336 -0.72
H -3.1095 2.0778 -6.1591 0.16
H -2.8426 2.5824 -4.5236 0.22
H -0.1308 3.5258 -7.3403 0.17
H -1.5392 2.6235 -7.7911 0.11
N -6.4221 0.2745 4.3385 -0.28
C -6.8905 -0.7866 5.0408 0.65
N -8.0640 -0.5667 5.6901 -0.39
O -6.3042 -1.8578 5.0871 -0.65
H -6.8886 1.1612 4.2886 0.15
H -5.5522 0.1502 3.8418 0.22
H -8.4438 -1.3314 6.2225 0.23
H -8.5617 0.3041 5.6657 0.16
N 6.4073 -6.9704 -1.6314 -0.34
C 7.5321 -6.2543 -1.3692 0.57
N 7.6143 -5.7728 -0.1059 -0.27
O 8.4001 -6.0613 -2.2089 -0.67
H 5.6837 -7.1406 -0.9575 0.16
H 6.3086 -7.3457 -2.5596 0.20
H 8.4330 -5.2370 0.1279 0.17
H 6.9107 -5.9209 0.5983 0.23
N 8.6867 -5.3641 8.3887 -0.39
C 8.0718 -4.8627 7.2871 0.67
N 6.9725 -5.5486 6.8870 -0.29
O 8.4766 -3.8700 6.7009 -0.64
H 8.3704 -6.1772 8.8840 0.16
H 9.5068 -4.8811 8.7158 0.23
H 6.4911 -5.2047 6.0724 0.12
H 6.6217 -6.3654 7.3524 0.17
N -1.1855 4.0989 -11.3818 -0.38
C -1.7005 3.0125 -10.7552 0.69
N -3.0254 2.8088 -10.9667 -0.38
O -1.0232 2.2734 -10.0539 -0.68
H -1.7230 4.7174 -11.9609 0.17
H -0.2049 4.2831 -11.2490 0.22
H -3.4442 2.0112 -10.5183 0.21
H -3.5982 3.4027 -11.5379 0.16

# 3
74
Properties=species:S:1:pos:R:3:mulliken_charge:R:1 method="wB97M-V/def2-TZVPD" multiplicity=1 charge=+1 de_lowest_kcal_mol=16.8
Zr -0.1296 -0.8604 0.2587 0.00
C 0.6859 2.8977 4.3604 -0.77
N 0.7274 1.5821 3.7233 0.33
C 0.7478 0.3937 4.4075 -1.09
C 0.5736 -0.5926 3.4918 -0.84
N 0.4296 -0.0124 2.2535 1.20
C 0.5188 1.3047 2.4268 -0.06
P 0.5914 2.5869 1.1343 -0.53
C 1.8730 1.6556 0.1484 -0.20
N 1.7391 0.3956 -0.2630 1.01
C 2.8248 0.1087 -1.0499 -0.49
C 3.6313 1.2005 -1.0992 -1.25
N 3.0175 2.1696 -0.3445 0.20
C 3.5586 3.5027 -0.1061 -0.89
C -0.7039 2.2227 -0.0995 -0.01
N -0.9913 1.0541 -0.6687 1.08
C -1.8353 1.3201 -1.7200 -0.91
C -2.0615 2.6554 -1.7681 -0.99
N -1.3469 3.2166 -0.7365 0.35
C -1.3781 4.6308 -0.3724 -0.88
H -0.3487 3.1196 4.6165 0.26
H 1.3088 2.8699 5.2502 0.41
H 1.0678 3.6490 3.6753 0.26
H 0.8643 0.3605 5.4761 0.54
H 0.4984 -1.6579 3.6269 0.65
H 2.9281 -0.8410 -1.5453 0.40
H 4.5648 1.3774 -1.6040 0.52
H 4.4028 3.4477 0.5784 0.32
H 3.8836 3.9340 -1.0498 0.37
H 2.7858 4.1311 0.3270 0.35
H -2.2119 0.5328 -2.3482 0.58
H -2.6619 3.2539 -2.4303 0.53
H -2.3840 5.0056 -0.5418 0.38
H -1.1581 4.7283 0.6860 0.36
H -0.6689 5.1961 -0.9747 0.30
N 2.3336 -2.3503 0.8828 -0.36
N 1.8249 -3.5633 0.3755 -0.19
C 0.4610 -3.7725 0.5245 0.13
O -0.0777 -4.7988 0.2077 -0.64
O -0.1635 -2.7164 1.0450 -0.06
H 3.1503 -2.0822 0.3486 0.27
H 2.6071 -2.4481 1.8576 0.26
H 2.3933 -4.3963 0.4379 0.28
N -3.2946 -2.7017 -0.2277 -0.49
C -3.1592 -1.5543 0.5154 0.84
C -2.5510 -1.6081 1.7869 -1.23
C -2.4718 -0.4561 2.5709 -0.27
C -2.9905 0.7572 2.1383 -0.27
C -3.6478 0.7953 0.9153 -0.34
C -3.7096 -0.3270 0.1059 -0.70
S -2.8295 2.2072 3.1769 1.33
O -4.1181 2.8404 3.1741 -0.76
O -2.3287 1.6897 4.4372 -0.74
O -1.8005 3.0496 2.5058 -0.55
H -2.6413 -3.4502 -0.0428 0.23
H -3.5240 -2.5955 -1.2016 0.25
H -2.2486 -2.5635 2.1900 0.37
H -2.0500 -0.5053 3.5658 0.89
H -4.1135 1.7180 0.5900 0.53
H -4.2342 -0.2783 -0.8416 0.41
C 0.3702 -1.7494 -5.3689 -1.04
Si 0.8373 -2.8027 -3.9105 0.45
C 2.6813 -2.8209 -3.6375 -1.05
C 0.1274 -4.5154 -3.9810 -1.00
Se -0.1352 -1.8268 -2.0607 -0.05
H 0.8727 -2.1126 -6.2690 0.37
H 0.6607 -0.7096 -5.2130 0.29
H -0.7054 -1.7812 -5.5473 0.31
H 3.1693 -3.3378 -4.4675 0.45
H 2.9345 -3.3479 -2.7156 0.28
H 3.0892 -1.8094 -3.5971 0.29
H 0.6064 -5.0969 -4.7727 0.37
H -0.9440 -4.4850 -4.1847 0.31
H 0.2763 -5.0328 -3.0318 0.31

# 4
99
Properties=species:S:1:pos:R:3:mulliken_charge:R:1 method="wB97M-V/def2-TZVPD" multiplicity=1 charge=-2 de_lowest_kcal_mol=10.0
Cd 0.6079 -0.6365 -0.5639 2.48
O -2.4787 -1.9309 4.1747 -0.73
C -1.6073 -2.9475 4.1750 0.51
C -1.6118 -3.8344 5.2553 -0.76
C -0.7221 -4.8936 5.3053 -0.29
C 0.1995 -5.0873 4.2806 -1.03
C 0.1981 -4.2199 3.1996 -0.54
C -0.6949 -3.1559 3.1196 0.36
C -0.6791 -2.3116 1.8784 0.33
O -0.0052 -2.6904 0.8961 -0.65
N -1.4626 -1.2328 1.9522 -1.20
N -1.4941 -0.4742 0.8074 1.84
C -2.4777 0.3413 0.7515 -2.03
C -2.8640 1.1207 -0.4102 1.59
C -3.9310 2.0157 -0.3101 -0.48
C -4.4409 2.6741 -1.4154 -0.82
C -3.8969 2.4012 -2.6726 -0.72
C -2.8390 1.5226 -2.8054 -0.80
C -2.2552 0.8927 -1.6780 -1.20
O -1.2229 0.1315 -1.8066 0.57
H -2.2750 -1.4237 3.3102 0.60
H -2.3263 -3.6676 6.0532 0.40
H -0.7418 -5.5707 6.1522 0.37
H 0.9066 -5.9072 4.3229 0.42
H 0.8977 -4.3435 2.3810 0.46
H -3.1504 0.3891 1.6137 0.04
H -4.3713 2.1903 0.6682 0.39
H -5.2622 3.3732 -1.3145 0.37
H -4.3051 2.8868 -3.5528 0.38
H -2.4064 1.3064 -3.7753 0.44
Cl 2.8526 -2.8729 -1.7659 -0.16
C 3.1580 -2.4478 -0.1172 1.56
C 2.3797 -1.4500 0.4727 -3.28
C 2.6327 -1.2191 1.8196 2.11
Cl 1.6271 -0.0758 2.6554 -0.24
C 3.6098 -1.8919 2.5477 -0.09
Cl 3.8535 -1.5618 4.2287 -0.25
C 4.3835 -2.8556 1.9136 0.65
Cl 5.6119 -3.7035 2.7869 -0.24
C 4.1503 -3.1436 0.5730 -0.15
Cl 5.0755 -4.3750 -0.2106 -0.25
C -4.7431 -4.0578 0.7698 -1.70
C -3.8552 -3.5280 -0.3270 1.18
C -2.5057 -3.8626 -0.3673 -0.79
C -1.6667 -3.3240 -1.3310 -0.41
C -2.1843 -2.4504 -2.2686 0.72
C -3.5295 -2.1126 -2.2588 -0.46
C -4.3592 -2.6523 -1.2879 -0.77
S -1.0802 -1.7045 -3.4763 0.33
C -1.0036 -3.2175 -4.5195 -1.22
O 0.2953 -1.7226 -2.8665 -0.60
H -4.3597 -4.9990 1.1645 0.38
H -5.7626 -4.2161 0.4131 0.45
H -4.7808 -3.3421 1.5956 0.27
H -2.0934 -4.5188 0.3919 0.20
H -0.6049 -3.5449 -1.3286 0.39
H -3.9158 -1.4068 -2.9878 0.26
H -5.4066 -2.3696 -1.2588 0.35
H -0.5210 -4.0067 -3.9439 0.31
H -0.4065 -2.9784 -5.4017 0.41
H -2.0135 -3.5096 -4.8131 0.41
C 3.8186 3.0534 0.4659 -1.54
C 2.6271 3.6892 -0.2685 0.76
C 2.4934 5.1537 0.1555 -1.70
P 1.1334 2.5682 -0.1651 0.39
C 0.1179 3.1655 -1.6232 2.10
C 0.6235 2.4567 -2.8882 -1.53
C 0.0152 4.6609 -1.9348 -2.04
C 0.1094 3.0826 1.3289 1.93
C -0.8712 4.2468 1.2085 -1.81
C 0.9705 3.2382 2.5888 -1.76
H 4.7537 3.5033 0.1198 0.47
H 3.8651 1.9802 0.2805 0.10
H 3.7406 3.2113 1.5449 0.39
H 2.8597 3.6574 -1.3391 0.42
H 2.4056 5.2353 1.2396 0.24
H 1.6417 5.6562 -0.2981 0.30
H 3.3998 5.6937 -0.1397 0.44
H -0.8834 2.7911 -1.4101 -1.21
H 1.6506 2.7535 -3.1186 0.31
H -0.0129 2.7265 -3.7380 0.44
H 0.6053 1.3770 -2.7780 0.17
H 0.9739 5.0510 -2.2856 0.38
H -0.3284 5.2576 -1.0917 0.31
H -0.7101 4.7914 -2.7456 0.47
H -0.4849 2.1730 1.4650 -0.62
H -0.3502 5.1992 1.0805 0.22
H -1.4632 4.3153 2.1290 0.47
H -1.5649 4.1028 0.3782 0.33
H 1.3420 4.2595 2.6896 0.38
H 1.8228 2.5615 2.5840 0.23
H 0.3757 3.0106 3.4787 0.42
N 2.9289 0.5163 -1.7350 -0.37
C 4.0019 0.7274 -2.1152 0.41
C 5.3046 1.0591 -2.5355 -0.04
C 5.5970 2.3911 -2.9067 0.11
N 5.8374 3.4832 -3.2111 -0.67
C 6.3328 0.0868 -2.5785 0.11
N 7.1957 -0.6830 -2.6256 -0.63

| no. | frontier orbital gap (eV) | energy (eV) | highest occupied orbital energy (eV) |
| --- | --- | --- | --- |
| 1 | 6.742 | -1147089.2624 | -5.825 |
| 2 | 9.404 | -75587.4114 | -9.148 |
| 3 | 7.095 | -141627.1401 | -10.615 |
| 4 | 6.661 | -146125.7920 | -2.855 |